The following is a quantum chemistry calculation of 11 unconnected molecules or ions with the total composition C15H42BNO17 at a distorted geometry, from OMol25.

Element x y z (Å)
C -0.42 1.61 2.93
C 1.04 1.53 3.43
C 2.12 1.22 2.30
C 3.56 0.84 2.71
N 4.32 0.33 1.57
C 5.68 -0.12 2.04
C 6.69 -0.05 1.05
C 6.12 1.04 0.16
C 4.87 1.47 0.72
C 3.83 -0.78 0.57
C 3.20 -1.94 1.35
C 3.46 -3.41 0.70
H -0.90 0.78 2.35
H -0.41 2.31 2.18
H -0.94 2.12 3.74
H 0.87 1.02 4.41
H 1.44 2.50 3.84
H 2.17 2.31 1.70
H 1.55 0.58 1.55
H 3.48 0.20 3.52
H 3.93 1.51 3.29
H 5.68 -1.19 2.29
H 5.93 0.57 2.76
H 6.79 -0.84 0.50
H 7.64 0.18 1.53
H 6.04 0.60 -0.91
H 6.93 1.87 -0.23
H 4.18 1.74 0.01
H 5.09 2.32 1.32
H 4.46 -1.07 -0.31
H 3.08 -0.26 -0.16
H 2.30 -1.85 1.27
H 3.55 -2.03 2.41
H 2.81 -4.03 1.37
H 4.46 -3.63 1.19
H 3.26 -3.62 -0.39
O -6.07 0.55 0.54
C -5.15 0.46 -0.26
O -4.02 0.06 0.12
B -3.04 0.54 -0.84
O -3.89 1.34 -1.86
C -5.04 1.09 -1.50
O -5.78 0.71 -2.41
O -2.36 -0.61 -1.48
C -1.18 -0.51 -1.20
O -0.35 -1.33 -1.43
C -0.88 0.72 -0.54
O -1.92 1.22 -0.20
O 0.19 1.17 -0.26
O -6.21 1.49 3.10
H -6.32 1.14 2.18
H -5.37 1.96 3.07
O -6.81 0.25 -4.87
H -6.48 0.16 -4.01
H -7.70 0.29 -4.81
O -2.36 3.82 -2.67
H -2.04 2.88 -2.66
H -3.21 3.71 -3.07
O -6.26 -2.19 -2.02
H -6.68 -1.35 -2.48
H -5.37 -2.43 -2.46
O -1.02 -3.86 -1.95
H -0.66 -3.05 -1.62
H -1.83 -4.12 -1.59
O -3.71 -2.78 -3.35
H -3.00 -2.58 -2.76
H -3.23 -3.40 -3.96
O 1.68 3.28 -1.18
H 1.27 2.56 -0.52
H 1.63 2.79 -1.99
O -7.79 -1.50 0.35
H -7.51 -0.71 0.55
H -7.23 -1.95 -0.25
O 2.69 -0.87 -2.98
H 3.26 -1.73 -2.83
H 1.89 -1.03 -2.64

**Relative energy (zero: lowest compared OMol25 entry of this formula, charge and spin)**: 70.1 kcal/mol
**Frontier orbital gap**: 0.327 hartree
**Multiplicity**: 1
**E**: -1955.26053 a.u.

The following is a quantum chemistry calculation of a molecular structure, C15H43BrNaO18P3S2 at a distorted geometry, from OMol25.

Element x y z (Å)
Na 1.26 -0.09 0.44
Br 4.83 1.58 3.45
O 0.10 -7.29 1.54
S 1.50 -7.00 1.44
O 2.13 -5.74 1.02
O 2.21 -7.36 2.89
C 1.69 -6.72 4.04
C 2.24 -5.31 4.15
C 2.26 -8.29 0.38
H 2.22 -7.10 4.91
H 0.63 -6.93 4.22
H 1.75 -4.60 4.82
H 2.05 -4.69 3.27
H 3.31 -5.29 4.32
H 1.45 -8.46 -0.33
H 2.33 -9.16 1.03
H 3.23 -7.97 0.00
O 4.58 2.83 -3.09
S 5.91 2.52 -3.57
O 6.51 1.20 -3.79
O 6.02 3.26 -5.04
C 5.36 4.45 -5.41
C 4.23 3.96 -6.28
C 7.08 3.52 -2.71
H 6.12 5.05 -5.91
H 5.09 5.16 -4.63
H 3.57 4.80 -6.50
H 3.59 3.26 -5.75
H 4.57 3.48 -7.19
H 7.95 3.37 -3.35
H 7.20 3.16 -1.69
H 6.61 4.49 -2.53
C -3.86 7.26 -0.21
O -3.02 6.07 -0.31
P -1.64 5.84 0.47
O -1.17 4.46 0.35
O -0.81 7.11 -0.23
C 0.56 7.23 -0.03
O -1.85 6.29 1.98
C -1.23 5.52 2.96
H -4.23 7.72 -1.13
H -3.42 8.18 0.16
H -4.52 7.05 0.64
H 1.19 6.52 0.50
H 0.71 8.08 0.64
H 1.08 7.50 -0.95
H -1.87 4.81 3.49
H -0.80 6.20 3.70
H -0.36 4.97 2.63
C -2.50 -0.19 -5.14
O -2.62 -1.51 -5.68
P -1.44 -2.57 -5.48
O -1.01 -2.68 -4.08
O -0.25 -1.86 -6.41
C 1.09 -2.39 -6.46
O -1.85 -3.90 -6.31
C -3.12 -4.02 -7.01
H -1.53 0.26 -4.93
H -3.00 -0.11 -4.17
H -3.08 0.38 -5.86
H 1.74 -1.70 -6.99
H 1.23 -3.24 -7.12
H 1.58 -2.46 -5.48
H -3.61 -4.97 -6.81
H -2.98 -4.01 -8.09
H -3.87 -3.24 -6.85
C -4.29 -3.44 4.98
O -3.89 -2.95 6.24
P -3.46 -1.38 6.23
O -2.69 -0.87 5.08
O -2.68 -1.44 7.66
C -2.48 -0.13 8.24
O -4.94 -0.60 6.54
C -5.90 -1.26 7.33
H -3.67 -3.09 4.16
H -5.33 -3.36 4.65
H -4.19 -4.53 4.92
H -2.27 -0.29 9.30
H -3.39 0.47 8.14
H -1.54 0.25 7.85
H -6.09 -0.46 8.05
H -5.52 -2.08 7.94
H -6.76 -1.54 6.73

**Relative energy (zero: lowest compared OMol25 entry of this formula, charge and spin)**: 65.2 kcal/mol
**Frontier orbital gap**: 0.153 hartree
**Multiplicity**: 1
**E**: -6508.47244 a.u.

The following is a quantum chemistry calculation of 8 unconnected molecules or ions with the total composition C15H44N17O9S2 at a distorted geometry, from OMol25.

Element x y z (Å)
N -0.25 3.09 3.81
C -1.31 2.04 4.04
C -1.00 0.58 3.36
C -0.21 0.64 1.92
C 0.83 -0.66 1.91
N 2.00 -0.49 0.96
C 3.28 -1.12 1.56
C 4.33 -0.83 0.34
S 6.10 -1.41 0.48
N 3.57 -0.11 -0.75
C 2.11 0.11 -0.42
C 0.90 0.80 -1.29
S 1.04 0.45 -3.16
O 0.48 -0.98 -3.50
O 2.49 0.57 -3.68
H 0.16 3.43 4.71
H -0.79 3.93 3.45
H -2.41 2.42 3.75
H -1.36 1.85 5.22
H -2.06 0.09 3.13
H -0.50 -0.15 4.15
H -0.98 0.50 1.05
H 0.40 1.61 1.73
H 0.20 -1.63 1.75
H 1.29 -0.72 3.00
H 3.39 -1.65 2.60
H 6.82 -0.42 1.17
H 4.06 0.14 -1.64
H -0.14 0.35 -0.97
H 0.97 1.96 -1.19
H 0.25 1.39 -3.88
C 8.39 1.27 3.14
O 7.72 0.32 2.77
N 9.64 1.14 3.61
N 7.93 2.54 3.10
H 10.21 1.91 3.91
H 10.02 0.20 3.65
H 6.99 2.68 2.76
H 8.47 3.33 3.40
C -4.48 -0.59 1.50
O -3.30 -0.27 1.58
N -5.29 -0.14 0.52
N -5.08 -1.41 2.38
H -6.26 -0.39 0.43
H -4.88 0.48 -0.16
H -4.51 -1.77 3.14
H -6.04 -1.68 2.33
C -7.99 0.82 -2.08
O -7.30 0.21 -1.29
N -9.12 1.47 -1.73
N -7.69 0.91 -3.39
H -9.70 1.98 -2.37
H -9.38 1.43 -0.75
H -6.85 0.44 -3.70
H -8.25 1.41 -4.07
C 2.35 -5.07 1.07
O 2.48 -4.30 2.01
N 2.06 -6.37 1.24
N 2.48 -4.68 -0.21
H 1.94 -7.02 0.48
H 1.95 -6.70 2.19
H 2.70 -3.71 -0.38
H 2.37 -5.30 -1.00
C 1.06 -0.70 -7.56
O 0.11 -0.67 -8.32
N 0.93 -1.03 -6.26
N 2.31 -0.39 -7.94
H 1.70 -1.06 -5.61
H 0.01 -1.27 -5.93
H 2.44 -0.14 -8.91
H 3.10 -0.41 -7.32
C 6.96 -1.59 6.00
O 8.14 -1.28 6.08
N 6.16 -1.15 5.02
N 6.37 -2.42 6.88
H 5.19 -1.40 4.93
H 6.57 -0.52 4.34
H 6.94 -2.78 7.64
H 5.40 -2.69 6.83
C -9.67 3.38 -5.72
O -9.30 2.34 -5.20
N -8.86 4.14 -6.48
N -10.92 3.85 -5.59
H -9.15 5.00 -6.93
H -7.91 3.82 -6.61
H -11.56 3.31 -5.03
H -11.25 4.70 -6.02

**Total charge**: +1
**Frontier orbital gap**: 0.280 hartree
**Multiplicity**: 1
**E**: -3002.11421 a.u.

Question: Which formula does entry 1 have?
Answer: C15H42BNO17

Question: What is the E in the third record?
Answer: -3002.11421 a.u.